The following is a DFT calculation (ωB97M-V with the def2-TZVPD basis set) of a 9-piece molecular cluster, C44H110N8O10 overall at a distorted geometry.

Each line ends with the Löwdin charge.
Element x y z (Å)
C: 5.9507 0.3195 -2.6893  -0.090
C: 5.5762 1.4957 -3.5014  -0.390
C: 4.5764 1.0281 -4.7669  -0.107
O: 3.4518 0.2804 -4.1966  -0.225
C: 2.7240 -0.3045 -5.2380  -0.133
N: 4.9120 2.5283 -2.6947  0.036
H: 5.1619 -0.4172 -2.5370  0.070
H: 6.4650 0.3567 -1.7290  0.079
H: 6.6735 -0.2652 -3.2583  0.078
H: 6.4013 2.0706 -3.9218  0.122
H: 5.0420 0.5951 -5.6523  0.114
H: 4.1997 2.0077 -5.0612  0.108
H: 3.3468 -1.0525 -5.7287  0.087
H: 2.3207 0.4272 -5.9380  0.090
H: 1.8784 -0.8972 -4.8890  0.082
H: 3.9581 2.2024 -2.7563  0.035
H: 5.2693 2.3163 -1.7740  0.053
C: -4.8444 -6.7242 2.7098  -0.073
C: -4.9798 -5.6313 1.7406  -0.484
C: -3.5593 -4.9541 1.4676  -0.135
O: -2.9485 -4.3509 2.6236  -0.200
C: -3.5418 -3.2146 3.1233  -0.149
N: -5.4856 -6.1825 0.5357  0.027
H: -4.5270 -6.4190 3.7069  0.084
H: -4.0571 -7.4033 2.3824  0.090
H: -5.8167 -7.1984 2.8436  0.084
H: -5.7013 -4.8833 2.0694  0.128
H: -3.5366 -4.1805 0.7000  0.110
H: -2.8900 -5.7878 1.2553  0.113
H: -4.5292 -3.3893 3.5508  0.082
H: -3.6767 -2.4393 2.3691  0.079
H: -2.9192 -2.8753 3.9511  0.088
H: -5.5985 -5.5806 -0.2675  0.076
H: -6.4579 -6.3032 0.7813  0.074
C: -2.7493 0.3544 4.2961  -0.072
C: -3.1730 1.6418 5.0186  -0.416
C: -4.7009 1.8056 5.2670  -0.196
O: -5.0160 0.8372 6.2541  -0.217
C: -6.3804 1.0114 6.7656  -0.076
N: -2.3958 1.7176 6.2596  0.048
H: -3.0996 -0.5414 4.8090  0.066
H: -1.6954 0.2667 4.0320  0.064
H: -3.2727 0.3008 3.3415  0.070
H: -2.8917 2.4467 4.3396  0.123
H: -5.4402 1.5370 4.5124  0.123
H: -4.8905 2.8359 5.5682  0.116
H: -6.6299 2.0431 7.0133  0.083
H: -6.4570 0.4384 7.6896  0.082
H: -7.1979 0.5989 6.1742  0.080
H: -2.3516 2.6622 6.6144  0.068
H: -3.0394 1.1914 6.8332  0.058
C: -2.5752 1.6011 -4.9744  -0.060
C: -2.3951 3.0143 -4.3945  -0.478
C: -1.3308 3.8590 -5.1196  -0.182
O: -1.4014 5.2489 -4.7726  -0.180
C: -0.7186 5.6012 -3.5586  -0.086
N: -3.7068 3.6104 -4.5123  0.058
H: -3.1918 0.9428 -4.3623  0.077
H: -1.6269 1.0808 -5.1084  0.068
H: -2.9943 1.7883 -5.9630  0.080
H: -2.0337 2.9346 -3.3693  0.101
H: -1.4607 3.6901 -6.1886  0.125
H: -0.3867 3.3857 -4.8500  0.113
H: -1.2303 5.1882 -2.6893  0.067
H: -0.6937 6.6907 -3.5765  0.091
H: 0.3053 5.2305 -3.5114  0.078
H: -4.1166 2.9834 -3.8348  0.065
H: -3.5661 4.4879 -4.0325  0.059
C: -1.1821 5.2402 1.3950  -0.036
C: -2.4196 5.7877 0.6123  -0.430
C: -3.5006 4.7941 0.1329  -0.193
O: -3.9095 5.1660 -1.1938  -0.198
C: -5.2680 4.7176 -1.3930  -0.103
N: -3.0251 6.9290 1.2705  0.031
H: -1.6367 5.0210 2.3611  0.075
H: -0.4805 6.0380 1.6385  0.064
H: -0.7021 4.4221 0.8579  0.053
H: -2.1060 6.1803 -0.3550  0.114
H: -4.2928 4.7561 0.8806  0.122
H: -3.0830 3.7940 0.0170  0.117
H: -5.5771 4.5968 -2.4313  0.074
H: -5.9985 5.4138 -0.9810  0.084
H: -5.3986 3.7404 -0.9282  0.084
H: -2.3110 7.5261 1.6624  0.066
H: -3.6597 7.3784 0.6259  0.077
C: 2.5720 5.2511 0.0608  -0.050
C: 3.3466 5.1419 1.3682  -0.380
C: 3.4898 6.3677 2.2345  -0.227
O: 4.2547 6.0938 3.3871  -0.191
C: 4.7147 7.2412 4.1306  -0.073
N: 2.7526 4.0184 2.1962  0.045
H: 2.9121 4.7132 -0.8241  0.074
H: 2.5251 6.2948 -0.2503  0.080
H: 1.5545 4.9066 0.2455  0.051
H: 4.3146 4.7098 1.1146  0.119
H: 2.5123 6.7574 2.5187  0.128
H: 3.9311 7.0855 1.5431  0.125
H: 5.3308 7.9128 3.5328  0.085
H: 5.3412 6.8699 4.9416  0.087
H: 3.8211 7.7288 4.5203  0.086
H: 1.8777 4.3158 2.6037  0.071
H: 3.3056 3.8201 3.0177  0.067
C: 6.0287 0.5331 3.0785  -0.259
C: 5.0084 1.2078 2.0636  -0.223
O: 5.6690 2.2869 1.4011  -0.070
O: 5.9938 1.1399 4.3105  -0.043
H: 7.0240 0.6249 2.6438  0.114
H: 5.8396 -0.5393 3.0310  0.114
H: 4.0196 1.4384 2.4600  0.101
H: 4.7628 0.4448 1.3249  0.092
H: 4.9893 2.9468 1.2454  0.035
H: 6.1127 2.0669 4.0910  0.088
C: 1.5507 2.0116 0.4043  -0.033
C: 0.7463 1.2690 -0.6829  -0.431
C: 1.7748 0.4640 -1.5556  -0.116
C: 2.1551 -0.9440 -0.9852  -0.166
C: 0.8948 -1.7822 -0.8085  -0.163
C: -0.1487 -1.0881 0.1093  -0.430
N: -0.2987 0.3102 -0.2336  -0.126
O: -1.4008 0.9323 0.3176  0.004
C: -1.4562 -1.8963 -0.2555  -0.017
C: 0.3168 -1.4422 1.5966  -0.010
C: 0.1041 2.2322 -1.7216  -0.035
H: 2.0987 1.3077 1.0307  0.069
H: 0.8633 2.5033 1.0926  0.060
H: 2.2434 2.7708 0.0411  0.051
H: 1.3010 0.3121 -2.5254  0.102
H: 2.7223 0.9977 -1.6299  0.088
H: 2.8031 -0.7937 -0.1217  0.093
H: 2.7507 -1.5713 -1.6484  0.101
H: 1.1968 -2.7646 -0.4455  0.113
H: 0.4959 -1.9143 -1.8143  0.116
H: -2.0861 -2.0897 0.6129  0.058
H: -1.9514 -1.4762 -1.1309  0.087
H: -1.2055 -2.8487 -0.7226  0.052
H: 0.0823 -2.4850 1.8103  0.073
H: 1.3770 -1.2809 1.7914  0.068
H: -0.1649 -1.0691 2.5004  0.054
H: 0.7849 2.9875 -2.1142  0.081
H: -0.6984 2.8621 -1.3376  0.056
H: -0.4925 1.7770 -2.5123  0.072
H: -1.0862 1.1614 1.1952  0.086
C: -1.7302 -6.0705 -2.1122  -0.023
C: -0.3141 -6.8286 -2.2330  -0.427
C: 0.6606 -5.7073 -2.8316  -0.123
C: 2.1361 -5.8890 -2.7260  -0.224
C: 2.6330 -6.1681 -1.3696  -0.171
C: 1.8026 -7.2179 -0.5905  -0.455
N: 0.3129 -7.1175 -0.9146  -0.119
O: -0.5172 -7.9438 -0.1046  -0.016
C: 2.4674 -8.5886 -0.9434  -0.048
C: 2.0449 -7.0141 0.9362  -0.032
C: -0.5014 -8.1726 -2.9846  -0.020
H: -2.2628 -5.9841 -3.0593  0.074
H: -1.5463 -5.0547 -1.7621  0.052
H: -2.5037 -6.6496 -1.6079  0.069
H: 0.4638 -5.7025 -3.9037  0.117
H: 0.4537 -4.7473 -2.3587  0.099
H: 2.6855 -5.0511 -3.1551  0.121
H: 2.4155 -6.8050 -3.2465  0.112
H: 2.6701 -5.2635 -0.7626  0.113
H: 3.6179 -6.5981 -1.5516  0.118
H: 2.4645 -8.7970 -2.0133  0.067
H: 3.4748 -8.6258 -0.5288  0.081
H: 1.9233 -9.3943 -0.4505  0.078
H: 1.3716 -6.2071 1.2249  0.082
H: 1.7698 -7.9683 1.3856  0.076
H: 3.1017 -6.8499 1.1467  0.087
H: -1.3395 -8.7660 -2.6192  0.085
H: 0.4731 -8.6598 -2.9498  0.064
H: -0.6432 -7.9234 -4.0362  0.075
H: -0.6435 -7.2275 0.5220  0.084

Its SMILES is CC1(C)CCCC(C)(C)N1O.CC1(C)CCCC(C)(C)N1O.COC[C@H](C)N.COC[C@H](C)N.COC[C@H](C)N.COC[C@H](C)N.COC[C@H](C)N.COC[C@H](C)N.OCCO. Its charge is 0. As for the gap between HOMO and LUMO: 8.39 eV.

***

The following is a DFT calculation (ωB97M-V with the def2-TZVPD basis set) of C5H8CuFO4 as an isolated structure at a distorted geometry.

Each line ends with the natural charge from an NBO analysis.
Element x y z (Å)
C: 0.8240 -1.5524 1.2085  -0.064
O: 1.0017 -0.9765 -0.0744  -0.581
C: 1.9965 -1.2506 2.1256  -0.628
H: -0.1065 -1.2123 1.6946  0.155
H: 0.7169 -2.6434 1.0818  0.175
H: 1.8858 -1.7972 3.0737  0.204
H: 2.9441 -1.5555 1.6594  0.211
H: 2.0424 -0.1765 2.3532  0.215
C: -1.8140 1.8490 -1.7245  0.960
O: -0.8127 1.5061 -2.4234  -0.837
C: 0.2922 0.2966 -0.5408  0.466
C: -1.1930 0.0400 -0.3543  -0.128
O: -1.9551 1.2290 -0.5328  -0.507
O: -2.6795 2.6723 -2.0627  -0.795
F: 0.7072 1.3036 0.3320  -0.368
H: 0.8404 0.3751 -1.4838  0.212
H: -1.4949 -0.7224 -1.0819  0.202
H: -1.4288 -0.2769 0.6669  0.214
Cu: -1.7669 2.8921 -3.9173  0.893

Its charge is 0. As for the gap between HOMO and LUMO: 8.15 eV.

***

The following is a DFT calculation (ωB97M-V with the def2-TZVPD basis set) of C6H32NO10 as an isolated structure at a distorted geometry.

Each line ends with the natural charge from an NBO analysis.
Element x y z (Å)
C: 2.0593 2.0856 -1.7009  -0.477
N: 1.8023 0.6867 -1.1789  -0.584
C: 0.3803 0.4560 -0.8741  0.014
C: 0.2408 -0.4986 0.3496  -0.462
C: -1.1833 -0.6183 0.8698  -0.461
C: -1.4035 -1.4348 2.1370  -0.643
C: -0.3926 0.0609 -2.2686  -0.085
O: -1.7123 -0.0953 -1.8694  -0.437
H: 1.7232 2.6068 -2.6645  0.212
H: 1.7323 3.0395 -1.0115  0.210
H: 3.1200 2.1507 -1.8047  0.221
H: 2.0095 0.0707 -1.9891  0.374
H: -0.2069 1.4330 -0.7776  0.218
H: 0.9111 -0.1240 1.1305  0.275
H: 0.6009 -1.5948 0.2834  0.245
H: -1.4057 0.4552 1.0736  0.216
H: -2.0901 -0.7775 0.3237  0.229
H: -2.3654 -1.9412 2.0899  0.216
H: -1.2882 -0.7575 3.0533  0.248
H: -0.8864 -2.4495 2.2202  0.209
H: 0.0834 -0.8226 -2.6234  0.173
H: -0.2728 0.8459 -3.0333  0.217
H: -4.0872 0.8665 -0.8165  0.466
H: -2.5101 0.8768 -1.5142  0.494
O: -3.3559 1.6032 -1.0431  -1.052
H: -0.3409 2.1594 3.4003  0.476
H: 1.0701 1.7918 3.9010  0.472
O: 0.1889 1.6955 4.1528  -0.946
H: -0.6240 -3.2129 -2.2257  0.470
H: -1.3865 -3.9869 -1.1714  0.499
O: -0.5383 -4.0279 -1.6116  -0.969
H: -2.4253 -1.6786 -1.6515  0.498
H: -1.8404 -2.2528 -0.4386  0.470
O: -2.3130 -2.5217 -1.1853  -0.973
H: 2.6406 -2.3570 1.6758  0.477
H: 3.1600 -1.8398 0.3176  0.502
O: 2.7500 -1.5140 1.1939  -0.975
H: 1.1923 -3.2843 -1.2306  0.487
H: 1.9296 -4.0994 -0.3554  0.458
O: 2.0574 -3.4197 -0.8769  -0.950
H: -2.0430 3.3111 1.2510  0.448
H: -2.7794 2.7413 0.0209  0.506
O: -2.3105 3.5461 0.4470  -0.980
H: 2.6791 0.8019 0.8641  0.482
H: 3.3261 0.6216 2.2176  0.482
O: 2.9664 1.3016 1.6311  -0.965
H: -0.3316 3.2060 0.1376  0.476
H: 1.1777 3.2380 0.4736  0.458
O: 0.2919 3.6570 0.7013  -0.939

As for the spin multiplicity: 2. Its charge is 0. As for the expectation value of S²: 0.76. As for the gap between HOMO and LUMO (spin up / spin down): 10.62 / 6.36 eV.

***

The following is a DFT calculation (ωB97M-V with the def2-TZVPD basis set) of C8H17HfInNO as an isolated structure at a distorted geometry.

Each line ends with the Löwdin charge.
Element x y z (Å)
C: 3.2531 -0.2217 1.7486  0.238
C: 3.9251 0.2259 0.4630  0.103
In: 2.9417 -0.5939 -1.4597  0.651
C: 0.6775 -0.5418 -1.0045  -0.380
C: 0.1444 -1.9049 -0.2640  -0.264
C: -1.4950 -1.8767 -0.3007  -0.171
C: -2.1523 -0.5472 0.4706  -0.149
N: -2.3778 0.5615 -0.5336  -0.180
C: -1.7827 1.8826 -0.0998  -0.286
C: -2.0138 2.6401 1.3354  0.018
O: -0.9729 2.5125 -0.9925  -0.155
H: 2.3983 0.4217 2.2781  0.174
H: 3.5638 -1.2081 2.3056  0.175
H: 4.8437 0.9515 0.4222  0.165
H: 3.1470 0.5998 -2.8334  -0.018
H: 3.5143 -2.2454 -1.8895  0.019
H: 0.0343 -0.3868 -1.9766  -0.124
H: 0.5483 0.3545 -0.2625  0.035
H: 0.5171 -2.8522 -0.8845  0.139
H: 0.6165 -1.9970 0.8050  0.118
H: -1.8913 -2.8775 0.1971  0.152
H: -1.8626 -1.8532 -1.4269  0.094
H: -3.1820 -0.8968 0.9630  0.175
H: -1.3741 -0.2736 1.3213  0.146
H: -3.3713 0.6398 -0.8426  0.132
H: -1.5746 2.0447 2.2622  0.122
H: -3.1524 2.9043 1.5396  0.143
H: -1.4509 3.6918 1.2892  0.137
Hf: -1.4713 0.8459 -2.6299  1.790

Its charge is +3. As for the gap between HOMO and LUMO: 3.95 eV.

***

The following is a DFT calculation (ωB97M-V with the def2-TZVPD basis set) of one molecule with the formula C2HNOS at a distorted geometry.

Each line ends with the natural charge from an NBO analysis.
Element x y z (Å)
C: -0.7199 0.3810 -0.7131  0.530
C: 0.9166 -0.4373 0.8119  0.277
N: 0.4903 0.0889 -0.1854  -0.555
O: -1.7797 0.0909 -0.2354  -0.509
S: 1.7023 -1.0567 1.9845  0.128
H: -0.6096 0.9331 -1.6626  0.128

Its SMILES is O=CN=C=S. Its charge is 0. As for the gap between HOMO and LUMO: 10.08 eV.

***

Number 1: energy -79796.07794 eV. Number 2: energy -60860.42667 eV. Number 3: energy -28699.59677 eV. Number 4: energy -18544.14610 eV. Number 5: energy -16462.23000 eV.